A cluster of 2 separate species, C6H9N in total, computed with ωB97M-V/def2-TZVPD.

Each line ends with the Mulliken charge.
CARTESIAN COORDINATES (ANGSTROEM)
C 2.11 -0.34 -0.99  -0.099
C 1.27 -0.44 -1.95  -0.343
N 1.44 0.95 -1.37  -0.451
H 2.77 -0.69 -0.22  0.357
H 0.62 -0.94 -2.64  0.329
H 2.08 1.46 -1.99  0.206
C 0.90 0.03 1.86  -0.878
C -0.18 -0.06 1.13  0.555
C -1.17 -0.15 0.29  -0.078
C -2.64 0.07 0.53  -1.149
H 1.30 -0.83 2.40  0.283
H 1.45 0.96 1.93  0.278
H -0.88 -0.40 -0.73  0.072
H -3.21 -0.81 0.23  0.299
H -3.00 0.91 -0.07  0.271
H -2.86 0.28 1.58  0.347

HOMO level: -8.3 eV
energy: -288.56927 a.u.
SMILES: C1=CN1.C=C=CC
molar mass: 95.145 g/mol
LUMO level: 0.04053 Ha
total charge: 0
energy relative to the best compared isomer or geometry (same formula, charge and spin): 133.5 kcal/mol
orbital gap: 9.4 eV
strongest force on any atom: 0.4 eV/Å